C30H49GaN8OSbSe4Si4Te | ωB97M-V with the def2-TZVPD basis set

Last column: Löwdin charge in e.
Atoms and positions in Å:
Ga 0.90010 -2.34545 -1.78015  0.179
C 0.51061 -5.20375 -2.51016  -0.080
N 1.40830 -4.09629 -2.91256  -0.137
C 2.82320 -4.30737 -2.76788  -0.100
C 3.25147 -3.87424 -1.36930  -0.217
N 2.57822 -2.90998 -0.76698  0.115
C 3.14460 -2.69746 0.47177  -0.217
C 2.74139 -1.88146 1.48522  0.023
C 3.57502 -1.89802 2.62598  -0.041
C 4.65517 -2.76757 2.72950  -0.058
C 5.05644 -3.55220 1.65580  0.001
C 4.21622 -3.51098 0.59287  -0.182
N 4.25007 -4.30470 -0.57606  0.217
C -0.20083 -4.89427 -1.23632  -0.206
N -0.03121 -3.71282 -0.65229  0.109
C -0.74420 -3.68640 0.51607  -0.194
C -0.84828 -2.66741 1.48506  0.007
C -1.63929 -2.92157 2.61911  -0.071
C -2.32182 -4.11301 2.75438  -0.074
C -2.26891 -5.10735 1.78213  0.011
C -1.43656 -4.89912 0.65661  -0.134
N -1.09666 -5.62255 -0.49499  0.199
H -0.30569 -5.36400 -3.23388  0.143
H 0.98716 -6.18658 -2.49849  0.142
H 1.14861 -3.94507 -3.94554  -0.064
H 3.09077 -5.36131 -3.03968  0.157
H 3.29192 -3.60271 -3.44577  0.120
H 1.88790 -1.18472 1.36541  0.079
H 3.32037 -1.19748 3.35453  0.067
H 5.35283 -2.68316 3.59715  0.130
H 5.85184 -4.23822 1.87865  0.121
H 4.92959 -5.00187 -0.71827  0.162
H -0.48146 -1.67405 1.32987  0.080
H -1.74481 -2.17258 3.38542  0.101
H -2.99904 -4.14510 3.65037  0.134
H -2.77685 -6.00676 1.94480  0.094
H -1.47963 -6.52009 -0.69053  0.167
Se -2.13956 -1.29109 -5.20037  0.550
Sb 0.42562 -1.27926 -5.64255  -0.097
Se 0.75528 -3.71085 -6.19682  -0.057
Se 1.12754 0.37600 -7.12511  -0.091
Se 1.77999 -0.81187 -3.48392  0.272
C -2.61143 0.51570 2.29469  -0.203
Si -2.52526 2.21124 1.54492  0.325
C -3.24575 3.40918 2.78842  -0.194
C -3.67671 2.14200 0.09041  -0.200
Si -0.41360 3.06720 0.96482  0.199
Te 1.07996 1.62436 -0.51159  1.075
Si 1.07218 2.82399 2.80270  0.414
C 1.39904 0.87625 3.31827  -0.195
C 2.85896 3.32604 2.09034  -0.243
C 0.84549 3.80431 4.41386  -0.207
Si -0.52415 5.33890 0.08304  0.405
C -1.96509 5.48629 -1.15178  -0.213
C -0.63830 6.37843 1.65633  -0.204
C 1.06504 5.58955 -0.83778  -0.216
H -3.62795 0.35748 2.57548  0.037
H -1.97220 0.49242 3.16659  0.026
H -2.24422 -0.22027 1.59249  0.005
H -4.06918 2.96590 3.36309  0.050
H -3.52182 4.33630 2.37440  0.011
H -2.61407 3.64222 3.62069  0.017
H -4.68510 1.95597 0.41517  0.034
H -3.53354 1.45880 -0.77531  0.038
H -3.75343 3.12573 -0.29524  -0.005
H 2.50839 0.82420 3.51277  0.030
H 1.24646 0.21973 2.47375  -0.055
H 0.77252 0.51627 4.11925  0.015
H 3.20149 2.88808 1.11551  -0.005
H 3.52770 2.93526 2.90827  0.030
H 3.06726 4.40643 1.96127  0.026
H -0.02420 3.56307 4.99059  0.018
H 0.79990 4.86283 4.26038  0.003
H 1.75955 3.56952 4.96449  0.037
H -1.82680 4.59595 -1.88566  0.040
H -1.91099 6.42515 -1.76341  0.046
H -2.93966 5.34526 -0.69594  0.004
H -1.63852 6.22152 2.08506  0.024
H -0.40722 7.39115 1.57403  0.004
H -0.11471 5.92734 2.56258  0.028
H 1.08475 4.86373 -1.60905  -0.018
H 1.90587 5.48781 -0.20433  0.012
H 1.15815 6.52000 -1.34863  0.033
C -2.71980 -1.73920 -1.95359  -0.028
N -2.09868 -0.46409 -2.35362  -0.059
C -2.47593 0.05410 -3.68734  -0.560
C -1.74707 1.29413 -3.89029  -0.105
C -0.77241 1.73123 -3.07909  -0.377
N -0.35196 0.97269 -1.91916  -0.254
C -0.93114 -0.18782 -1.75466  -0.627
O -0.37571 -1.09428 -1.01831  -0.154
N -0.15334 2.96947 -3.27103  0.104
H -3.74810 -1.69307 -2.29070  0.101
H -2.65447 -1.81320 -0.82389  0.110
H -2.15341 -2.61672 -2.25281  0.067
H -3.55109 0.21913 -3.75384  0.101
H -2.04195 1.78185 -4.76218  0.103
H -0.49871 3.36436 -4.16489  0.126
H 0.85960 2.92483 -3.22267  0.066

LUMO   -2.5 eV
Energy relative to the best compared isomer or geometry (same formula, charge and spin)   189.5 kJ/mol
Total charge   +1
HOMO   -9.351 eV
Gap between HOMO and LUMO   0.2509 Ha

=====

C30H49IrN3O2Si2Te | ωB97M-V with the def2-TZVPD basis set

Last column: Mulliken spin population.
Atoms and positions in Å:
Ir 0.08868 0.31063 -0.27454  0.691
C 0.94544 2.01411 2.44146  0.012
N 0.71546 2.41800 1.05018  0.176
C -0.36045 3.41710 1.03020  -0.012
C -1.20032 3.47534 -0.24567  0.016
C -2.19919 2.31679 -0.44284  0.013
N -1.53894 1.21605 -1.12126  -0.037
C -1.77464 0.96959 -2.34936  -0.027
C -0.83984 -0.01216 -3.00170  0.051
C -0.78662 0.16051 -4.48746  0.001
C -1.17870 -0.77284 -5.35609  0.002
C -1.70330 -2.04637 -4.88713  0.001
C -1.76045 -2.35404 -3.58136  0.001
C -1.29796 -1.41150 -2.56600  -0.035
O -1.26148 -1.70366 -1.37685  0.041
C 1.98338 2.89864 0.46229  -0.030
C 2.75647 1.88652 -0.39799  0.049
C 3.08709 0.52073 0.20567  -0.008
N 1.88011 -0.23298 0.57262  0.023
C 2.02680 -1.31035 1.27060  0.002
C 1.03174 -1.86957 2.13415  -0.004
C 1.40433 -2.99015 2.90946  0.004
C 0.60848 -3.48913 3.90433  0.000
C -0.60735 -2.83424 4.17777  0.001
C -1.01260 -1.75313 3.44371  -0.002
C -0.24572 -1.24660 2.35001  0.015
O -0.73777 -0.28984 1.65369  0.086
H 1.23230 2.88111 3.05471  0.003
H 1.73740 1.27066 2.49296  -0.006
H 0.04306 1.56165 2.84408  0.000
H 0.05116 4.41710 1.23546  -0.007
H -1.03243 3.18229 1.85830  0.001
H -0.55380 3.53135 -1.12653  0.000
H -1.77416 4.40449 -0.20675  -0.001
H -3.05250 2.65637 -1.03783  -0.001
H -2.56694 1.95832 0.52120  -0.001
H -2.57854 1.45954 -2.89816  0.001
H -0.37788 1.10149 -4.84143  0.000
H -1.09521 -0.59995 -6.42117  0.000
H -2.02971 -2.77610 -5.61862  0.000
H -2.10612 -3.32150 -3.24088  -0.001
H 2.62737 3.27394 1.27038  -0.004
H 1.76080 3.75274 -0.18256  -0.001
H 3.70342 2.35664 -0.68230  0.001
H 2.18555 1.71712 -1.30591  -0.020
H 3.69721 0.65159 1.10540  -0.001
H 3.69269 -0.04147 -0.51558  -0.003
H 3.01502 -1.78252 1.29923  0.001
H 2.37362 -3.44037 2.72036  0.000
H 0.91416 -4.35376 4.47690  0.000
H -1.23214 -3.18461 4.99142  0.000
H -1.95514 -1.25956 3.64854  -0.001
C 0.54808 0.25940 -2.30666  0.005
H 0.95671 1.17608 -2.75228  0.000
H 1.21723 -0.56044 -2.59614  0.000
C -4.38225 -4.85240 -1.08005  0.000
Si -3.03400 -4.83510 0.22181  0.000
C -1.33384 -5.05194 -0.53708  0.001
C -3.39165 -6.22578 1.43236  0.000
C -3.04008 -3.21893 1.19251  -0.001
Te -3.74818 -1.45349 0.19595  0.004
C -5.66659 -1.54530 1.18754  0.000
Si -5.79529 -0.61819 2.82246  0.000
C -5.39431 -1.78152 4.24170  0.000
C -4.67756 0.88977 2.87114  0.000
C -7.57131 -0.02955 3.01147  0.000
H -4.39231 -5.79620 -1.63093  0.000
H -4.25723 -4.03597 -1.79380  0.000
H -5.36181 -4.72521 -0.61189  0.000
H -1.34242 -5.74107 -1.38512  0.000
H -0.63111 -5.44254 0.20246  0.000
H -0.95743 -4.08668 -0.88135  0.001
H -3.34071 -7.19908 0.93758  0.000
H -4.39333 -6.12135 1.85580  0.000
H -2.67495 -6.23472 2.25652  0.000
H -2.02133 -2.98655 1.51073  0.000
H -3.65325 -3.29722 2.09187  0.000
H -5.89386 -2.60463 1.32325  0.000
H -6.40135 -1.15767 0.47793  0.000
H -4.31933 -1.85722 4.42141  0.000
H -5.77214 -2.78700 4.04328  0.000
H -5.85990 -1.42903 5.16495  0.000
H -3.71972 0.69258 2.38582  0.000
H -4.47874 1.19659 3.90115  0.000
H -5.15221 1.73320 2.36187  0.000
H -8.27027 -0.86936 2.99859  0.000
H -7.84812 0.64833 2.20097  0.000
H -7.71039 0.50272 3.95566  0.000

Spin multiplicity   2
⟨S²⟩   0.755
LUMO (spin up / spin down)   -0.3 / -0.3 eV
Energy relative to the best compared isomer or geometry (same formula, charge and spin)   0.0 kJ/mol
HOMO (spin up / spin down)   -6.501 / -6.560 eV
Gap between HOMO and LUMO (spin up / spin down)   0.2295 / 0.2317 Ha

=====

For each record above, in turn, the calculated electronic energy values are -14882.630410, -2438.588723 hartree.
For each record above, in turn, the calculated max |F| values are 3.368, 1.098 eV/Å.
For each record above, in turn, the calculated molecular weight values are 1285.04, 859.73 g/mol.